Entry 1:
{
  "formula": "C16H38Cl4O6",
  "method": "wB97M-V/def2-TZVPD",
  "e_above_lowest_kj_mol": 52.7,
  "smiles": "COCCOC.COCCOC.COCCOC.ClCCCl.ClCCCl",
  "orbital_gap_ev": 10.3,
  "total_charge": 0,
  "e_tot_ev": -79579.0566,
  "e_lumo_ev": 0.6542,
  "elements": ["Cl", "Cl", "Cl", "Cl", "O", "O", "O", "O", "O", "O", "C", "C", "C", "C", "C", "C", "C", "C", "C", "C", "C", "C", "C", "C", "C", "C", "H", "H", "H", "H", "H", "H", "H", "H", "H", "H", "H", "H", "H", "H", "H", "H", "H", "H", "H", "H", "H", "H", "H", "H", "H", "H", "H", "H", "H", "H", "H", "H", "H", "H", "H", "H", "H", "H"],
  "positions_angstrom": [[10.37559, 4.58775, 47.45303], [7.33213, 7.32832, 45.84792], [7.87471, 13.63467, 41.22017], [10.78336, 11.81253, 41.29135], [13.37401, 7.23306, 44.43445], [7.60037, 6.09921, 41.88863], [8.12741, 8.89577, 40.87932], [2.68380, 7.63990, 40.60012], [11.21875, 9.43782, 45.01511], [3.17026, 9.76399, 37.77456], [7.97870, 8.91685, 42.27259], [9.13887, 5.88070, 47.39328], [6.87486, 4.90981, 42.12805], [2.47869, 9.07138, 38.80284], [8.75603, 6.23584, 45.98733], [3.47108, 8.22127, 39.57492], [7.69030, 6.48262, 40.52117], [8.58810, 7.68217, 40.33212], [9.67123, 12.04319, 39.91079], [11.58110, 8.71584, 46.20008], [14.74541, 6.97046, 44.53169], [11.68755, 8.87413, 43.81379], [13.14713, 8.47182, 43.77029], [2.31888, 10.63899, 37.01581], [8.21119, 12.15975, 40.25204], [3.33454, 6.93159, 41.61205], [3.83215, 6.05164, 41.18550], [1.75659, 8.40760, 38.31257], [1.97736, 9.77094, 39.47489], [7.68135, 12.29321, 39.31021], [7.22650, 4.08034, 41.50820], [11.07077, 8.00381, 43.55448], [9.88406, 11.25148, 39.19366], [12.64646, 8.90765, 46.33568], [1.96405, 10.18324, 36.09193], [15.21814, 6.79240, 43.55792], [9.54529, 6.60182, 45.32675], [8.25656, 5.49590, 47.90498], [14.94148, 6.08454, 45.13452], [7.71374, 9.90059, 42.66743], [1.50034, 11.04503, 37.61200], [5.80434, 5.02881, 41.94624], [13.55343, 8.43765, 42.75300], [10.97335, 9.14153, 46.99384], [8.55279, 5.34584, 45.38539], [4.19211, 8.90948, 40.03285], [7.83764, 11.27763, 40.76280], [3.98729, 7.44738, 39.00284], [15.32965, 7.77739, 44.99058], [13.76212, 9.25133, 44.24122], [6.68095, 6.76361, 40.19334], [9.56753, 7.41572, 40.75718], [8.91793, 8.61338, 42.74750], [3.05018, 11.43059, 36.83786], [9.97229, 12.94582, 39.37738], [11.44585, 7.63327, 46.16588], [2.57722, 6.56565, 42.30516], [7.17973, 8.29491, 42.68341], [11.53664, 9.58371, 42.99864], [8.06991, 5.59861, 39.99881], [7.02426, 4.66342, 43.17588], [4.03947, 7.54146, 42.18802], [9.47625, 6.69434, 48.03113], [8.73938, 7.89393, 39.27422]],
  "forces_ev_per_a": [[-0.086, 0.242, -0.225], [0.513, -0.302, 0.309], [0.037, -0.301, -0.038], [-0.289, 0.027, -0.069], [0.006, 0.268, -0.097], [0.353, 0.105, 0.257], [-0.644, 0.250, -0.400], [-0.643, 0.177, -0.060], [-0.119, -0.308, 0.098], [-0.618, -0.077, 0.295], [0.053, -0.125, 1.363], [-0.658, -0.044, 0.805], [0.132, 0.248, -0.151], [0.385, -0.626, -1.254], [0.384, -0.466, -1.822], [-0.330, 0.515, 1.168], [-0.914, -0.219, 0.521], [0.698, -0.177, 0.522], [0.499, 0.443, -0.630], [0.322, 0.692, -0.579], [0.881, -0.291, -0.044], [-0.003, -0.583, -0.497], [0.521, 0.185, 0.471], [1.613, 0.156, 0.688], [0.104, -0.057, -0.065], [0.163, -0.364, -0.111], [0.250, 0.047, 0.139], [-0.313, 0.033, 0.353], [-0.040, -0.081, 0.095], [-0.115, -0.092, 0.050], [0.141, -0.039, -0.055], [0.087, -0.214, 0.035], [-0.362, -0.347, 0.279], [-0.003, -0.163, 0.623], [-0.064, -0.074, 0.040], [-0.217, 0.016, -0.182], [0.224, 0.836, 0.740], [0.028, -0.184, -0.102], [-0.434, -0.071, 0.025], [0.359, 0.352, -0.678], [-0.087, -0.134, 0.014], [-0.088, 0.130, -0.051], [-0.412, -0.239, -0.245], [0.152, 0.042, 0.122], [-0.683, -0.274, 0.631], [0.331, -0.165, -0.133], [-0.039, 0.137, 0.109], [-0.035, 0.117, -0.294], [-0.316, 0.256, 0.100], [-0.128, 0.091, 0.254], [-0.023, -0.262, -0.348], [0.059, 0.175, 0.075], [-0.051, -0.015, 0.113], [-0.648, 0.363, -0.689], [0.144, 0.153, 0.354], [-0.195, -0.009, -0.342], [-0.077, 0.084, -0.075], [0.102, -0.382, -0.466], [-0.149, 0.285, 0.278], [-0.017, 0.262, -0.576], [-0.018, -0.048, 0.038], [0.146, 0.041, -0.176], [0.264, 0.224, -0.432], [-0.132, -0.220, -0.076]],
  "lowdin_charge": [0.549, 0.553, 0.530, 0.553, -0.191, -0.220, -0.189, -0.201, -0.174, -0.204, -0.113, -0.661, -0.093, -0.212, -0.668, -0.194, -0.191, -0.195, -0.665, -0.081, -0.131, -0.218, -0.213, -0.091, -0.639, -0.116, 0.074, 0.131, 0.129, 0.075, 0.088, 0.115, 0.070, 0.086, 0.083, 0.087, 0.054, 0.065, 0.088, 0.092, 0.083, 0.070, 0.128, 0.092, 0.060, 0.128, 0.040, 0.128, 0.088, 0.128, 0.125, 0.130, 0.079, 0.088, 0.065, 0.071, 0.089, 0.069, 0.084, 0.128, 0.081, 0.089, 0.067, 0.130]
}

Entry 2:
{
  "formula": "C10H6Cl2F3PtSbSe4",
  "method": "wB97M-V/def2-TZVPD",
  "e_above_lowest_kj_mol": 110.0,
  "orbital_gap_ev": [4.7, 4.8],
  "total_charge": -2,
  "e_tot_ev": -314835.7368,
  "e_lumo_ev": [3.4138, 3.4589],
  "elements": ["Pt", "Sb", "Se", "Se", "Se", "Se", "Cl", "Cl", "F", "F", "F", "C", "C", "C", "C", "C", "C", "C", "C", "C", "C", "H", "H", "H", "H", "H", "H"],
  "positions_angstrom": [[0.04656, -3.35978, 0.48716], [2.20585, -4.14069, 1.70579], [1.69964, -4.34461, -0.95633], [3.70951, -2.25133, 1.96148], [3.06246, -6.25849, 2.56592], [-1.22052, -3.36777, 2.46367], [-5.01046, -4.61230, -0.74408], [-2.12504, -5.12550, -0.88577], [0.45397, 5.91709, 0.53410], [2.22028, 5.53943, -0.65849], [0.28949, 5.76906, -1.61161], [-0.34657, -1.57293, -0.22929], [-3.38462, -4.00856, -0.36066], [0.14746, 1.01458, -0.28567], [0.91583, 5.21591, -0.53604], [-0.90391, 1.94223, -0.36122], [1.72598, 2.84906, -0.31778], [0.67356, 3.75300, -0.42741], [-0.09487, -0.37768, -0.22960], [1.46630, 1.49400, -0.24456], [-0.64151, 3.29510, -0.42755], [-3.29404, -3.88864, 0.71457], [2.28158, 0.79042, -0.13899], [2.74710, 3.20455, -0.28917], [-3.23939, -3.06584, -0.87602], [-1.45943, 4.00247, -0.49326], [-1.92521, 1.58722, -0.35920]],
  "forces_ev_per_a": [[-1.604, 0.499, 0.604], [1.098, 0.075, -1.230], [0.700, -0.240, 0.395], [-0.374, -0.217, 0.221], [-0.521, 0.357, 0.022], [0.326, -0.117, 0.002], [-0.288, -0.039, -0.050], [-0.365, -0.160, -0.194], [0.025, -0.075, -0.054], [-0.070, -0.063, 0.031], [0.042, -0.063, 0.096], [1.160, -0.145, 0.669], [0.370, -0.005, -0.004], [0.058, -0.070, 0.019], [0.007, 0.240, -0.052], [0.064, 0.136, 0.012], [-0.115, 0.058, -0.005], [0.044, 0.029, 0.034], [-0.575, -0.102, -0.421], [0.020, 0.087, 0.042], [0.030, -0.031, -0.092], [0.013, -0.023, -0.004], [-0.061, -0.082, -0.027], [-0.005, 0.010, -0.017], [-0.001, -0.013, 0.018], [0.005, 0.017, -0.003], [0.017, -0.063, -0.013]],
  "lowdin_charge": [0.019, -0.140, -0.206, -0.308, -0.319, -0.120, 0.445, 0.470, 0.109, 0.114, 0.104, -0.307, -1.063, -0.245, -0.569, -0.027, -0.018, -0.159, -0.145, -0.006, -0.035, -0.071, 0.118, 0.112, 0.019, 0.114, 0.112]
}